(1)
# C22H26N4O3S2

C22H26N4O3S2 in the gas phase (ωB97M-V/def2-TZVPD, OMol25).

Geometry (Å):
S: -2.15723 2.13391 0.84929
S: -4.94166 1.33075 -0.05182
O: -5.78136 1.77266 -1.12047
O: 4.15491 3.01608 1.64117
O: -5.23156 1.69256 1.29851
N: -0.21570 -2.73314 0.61479
N: 2.00618 2.33096 1.77690
N: -4.89340 -0.32069 -0.13969
N: 0.77913 2.15416 1.33432
C: 2.10746 -2.01410 -0.00628
C: -0.91078 -2.49259 -0.63203
C: -2.68879 -1.25894 0.59123
C: 3.84941 0.01537 -0.86512
C: 2.24329 -1.71599 -1.35688
C: -2.72084 1.96173 -1.65611
C: -1.89898 -1.50410 1.87495
C: 3.70344 -0.27237 0.48554
C: -0.88200 2.35277 -0.31188
C: -1.34742 2.25320 -1.59966
C: -4.18128 -1.05107 0.88212
C: 2.70000 3.40333 -0.21213
C: 4.83111 1.04604 -1.33227
C: 2.83931 -1.26634 0.90780
C: -3.28308 1.86612 -0.41740
C: 3.09544 -0.71197 -1.77811
C: 3.06549 2.93105 1.11262
C: 0.47613 2.56761 0.13488
C: -0.41469 -1.64165 1.54755
C: -2.41445 -2.41346 -0.36920
C: 1.18145 -3.11259 0.46172
C: 1.45260 3.21468 -0.69024
H: 0.14262 -1.86886 2.45912
H: 5.73541 0.55410 -1.69212
H: -2.94278 -2.26899 -1.31413
H: 3.19450 -0.50297 -2.83438
H: -2.03982 -0.67514 2.56990
H: -4.67566 -2.01611 1.02910
H: 3.46750 3.90533 -0.78004
H: 2.75033 -1.48211 1.96342
H: -4.31062 -0.45559 1.78836
H: 1.51914 -3.47769 1.43668
H: -0.04178 -0.68011 1.14814
H: 5.11114 1.71257 -0.52085
H: 1.16678 3.56594 -1.66950
H: 4.28541 0.27865 1.21031
H: -0.69787 -3.32370 -1.30920
H: -2.74779 -3.35210 0.07539
H: -2.29919 -0.35040 0.12375
H: -0.58064 -1.55472 -1.11780
H: 1.21448 -3.94780 -0.24371
H: 4.42132 1.62940 -2.15499
H: -3.28686 1.83087 -2.55992
H: 2.18024 1.97311 2.71191
H: -4.80552 -0.66555 -1.08081
H: 1.69375 -2.29011 -2.08958
H: -0.72606 2.34988 -2.47142
H: -2.25016 -2.42183 2.34824

Summary:
- Energy relative to the best compared isomer or geometry (same formula, charge and spin): 129.2 kJ/mol
- SMILES: Cc1ccc(CN2CCC(CNS(=O)(=O)c3ccc(-c4ccc(=O)[nH]n4)s3)CC2)cc1
- Energy: -57009.0664 eV



(2)
# C22H26N4O5S2

C22H26N4O5S2 in the gas phase (ωB97M-V/def2-TZVPD, OMol25).

Geometry (Å):
S: 0.10388 -1.03180 -1.24999
S: -1.15179 2.08738 3.80700
O: -1.11509 3.46227 3.39780
O: 2.83951 3.98665 1.84429
O: 1.75955 -4.09211 -3.89426
O: 0.08867 1.43251 4.11754
O: -2.91199 -2.93810 -2.52963
N: 2.69180 -0.33518 -1.58683
N: -2.78983 -0.75917 -1.94590
N: -2.16250 1.99393 5.14819
N: 2.07570 -2.15131 -2.80229
C: -2.36866 -0.84336 1.32832
C: -3.58647 -0.35689 0.86438
C: 2.72096 2.88457 1.06381
C: 2.63659 0.71327 -0.69606
C: -2.26195 -1.93404 -2.34763
C: 1.94576 0.67783 0.51329
C: -2.06820 1.13089 2.62575
C: -3.26436 1.64481 2.16646
C: -4.02289 0.89731 1.28500
C: -0.75807 -1.87359 -2.62597
C: 2.17157 4.01333 3.08820
C: -4.17600 -0.65785 -1.55258
C: 4.40743 -2.81392 -2.32331
C: 1.98663 1.74769 1.38894
C: 1.29497 -3.21672 -3.19885
C: 1.78418 -1.14757 -1.89998
C: 3.42355 2.91938 -0.14637
C: -1.60690 -0.10173 2.21573
C: -0.15095 -3.25205 -2.76235
C: -4.40424 -1.15002 -0.11219
C: 3.39384 1.84828 -1.00517
C: 3.45290 -2.15102 -3.30558
H: -2.36783 2.90477 5.52536
H: -4.48619 0.38327 -1.65581
H: 4.41023 -2.27374 -1.38025
H: -2.01995 -1.81020 0.99805
H: -4.75405 -1.28372 -2.23653
H: 1.40430 -0.21350 0.79548
H: -0.70673 -3.84552 -3.49186
H: -4.12977 -2.20416 -0.06699
H: 3.74081 -1.11339 -3.47499
H: -4.96604 1.28130 0.92478
H: 1.08599 3.96906 2.96853
H: 4.10855 -3.84467 -2.14867
H: 1.45149 1.68072 2.32209
H: 3.44235 -2.70058 -4.24818
H: -1.78801 1.38097 5.85378
H: 3.93904 1.87325 -1.93599
H: -3.57908 2.61874 2.50419
H: -2.16811 -0.01564 -1.66556
H: -5.46600 -1.05465 0.11782
H: 2.44945 4.96223 3.54462
H: 2.49290 3.19028 3.73274
H: -0.21638 -3.77698 -1.80387
H: 5.41294 -2.80789 -2.73377
H: -0.66451 -0.46104 2.59621
H: -0.59855 -1.27617 -3.53088
H: 3.99557 3.80355 -0.38009

Summary:
- Energy relative to the best compared isomer or geometry (same formula, charge and spin): 0.0 kJ/mol
- SMILES: CCN1C(=O)C[C@@H](C(=O)NCCc2ccc(S(N)(=O)=O)cc2)S/C1=N\c1ccc(OC)cc1
- Energy: -61105.2434 eV



(3)
# C22H27AsN5O7P2SW

A molecular structure, C22H27AsN5O7P2SW (ωB97M-V/def2-TZVPD, OMol25).

Geometry (Å):
W: -0.36263 0.90477 1.17079
As: -1.37855 -0.82869 -0.25252
S: -2.72681 1.74009 0.80779
P: -1.02264 3.30625 2.84972
P: -0.91164 0.61505 3.57921
O: -1.00464 -0.01448 4.99800
O: -1.94572 4.41297 2.77963
O: -0.43026 2.73708 1.56357
O: -1.51379 -0.21360 2.46526
O: -1.72587 1.97569 3.57596
O: 0.21534 3.49330 3.83289
O: 0.47218 0.91164 3.11932
N: 0.81509 -0.91001 1.34561
N: 4.07428 1.75737 0.65451
N: 2.51643 -2.22149 2.49171
N: 1.71845 1.62347 1.03894
N: 3.09382 -0.25482 1.32445
C: -0.16846 -4.04298 -2.81456
C: 0.12235 -3.47470 -4.04437
C: -4.82857 1.42507 -0.97198
C: 2.11210 -1.12560 1.72705
C: -3.71547 -0.85526 -2.12088
C: -3.00273 -0.16436 -1.12628
C: 3.44930 -3.16234 1.88343
C: -0.25794 2.82136 -1.28372
C: 0.09896 1.50256 -0.93235
C: 1.49020 -2.88231 3.27550
C: -4.95728 -0.41254 -2.52450
C: 1.21614 0.96139 -1.61066
C: -0.42416 -1.29963 -3.16916
C: -3.58996 0.96663 -0.52811
C: -0.57513 -3.24074 -1.76161
C: -0.00731 -2.10673 -4.21507
C: -0.71062 -1.85343 -1.91880
C: -5.50221 0.73842 -1.96000
C: 1.60367 3.01605 -2.79614
C: 2.93042 1.05013 0.99621
C: 1.95398 1.70132 -2.51885
C: 0.48898 3.56786 -2.18570
H: 0.19981 4.58498 -2.40974
H: 0.87078 -2.13445 3.77521
H: 0.85335 -3.55356 2.68062
H: -5.51211 -0.95606 -3.27321
H: 4.04443 -0.55333 1.49291
H: 0.29138 4.39964 4.13532
H: -0.83061 -3.66323 -0.78903
H: -0.08219 -5.10974 -2.68713
H: -5.25394 2.30431 -0.51634
H: 4.84141 1.21931 0.28031
H: 3.88094 -3.77952 2.67019
H: -3.26138 -1.74164 -2.55193
H: 3.89975 2.61065 0.14327
H: 2.80114 1.26185 -3.02561
H: 0.27734 -1.71113 1.69913
H: 1.98950 -3.47903 4.03917
H: 1.82621 2.63768 0.98356
H: -1.83707 0.02150 5.46750
H: 0.21571 -1.66584 -5.17359
H: -0.53676 -0.23274 -3.31219
H: 4.25175 -2.62540 1.38355
H: 2.95629 -3.81237 1.15007
H: -1.14528 3.28375 -0.85013
H: 0.42592 -4.09828 -4.87124
H: -6.46193 1.09715 -2.29172
H: 1.49913 -0.07462 -1.40424
H: 2.18715 3.60536 -3.48899

Summary:
- Total charge: +1
- Energy relative to the best compared isomer or geometry (same formula, charge and spin): 466.5 kJ/mol
- 2S+1: 3
- Energy: -137112.7231 eV



(4)
# C22H27Cl9F5NO4S

5 unconnected molecules or ions with the total composition C22H27Cl9F5NO4S (ωB97M-V/def2-TZVPD, OMol25).

Geometry (Å):
Cl: 2.90112 -1.67209 -1.57618
Cl: -1.75853 -2.80358 -0.55283
Cl: 6.08100 -0.44722 -1.93294
Cl: 0.73491 -5.01030 4.07469
Cl: -1.61078 -0.72109 5.00045
Cl: -5.07944 -2.07633 -0.68601
Cl: 1.54511 0.25349 5.83509
Cl: 0.47654 0.74180 1.31829
Cl: -1.88580 -3.15099 2.93733
S: -2.04194 1.51872 -2.96664
F: -1.03538 3.79960 -5.00213
F: -2.80265 5.01889 -4.80948
F: -2.99514 3.00819 -5.57287
F: -3.89258 3.34744 -3.05135
F: -1.99822 4.17614 -2.40324
O: -1.42877 1.03077 -4.16918
O: 0.98248 2.55195 -3.14383
O: -3.24588 0.76022 -2.72243
O: -0.13083 2.44447 -1.17073
N: 3.22287 2.20843 -1.19580
C: 2.24322 4.36773 -0.69807
C: 5.61280 -2.12914 -1.57805
C: -3.99603 -2.38714 -2.06877
C: 4.32047 2.64554 -0.58508
C: 3.41442 4.78591 -0.06979
C: -1.82684 0.93639 -0.27861
C: -1.22213 1.25813 1.10060
C: -0.96995 -5.51981 3.94190
C: -0.91309 1.31753 -1.48452
C: 4.49100 3.90399 -0.02235
C: -2.56338 3.29181 -3.23805
C: -2.32989 3.76392 -4.70850
C: -2.94432 -3.41391 -1.73971
C: -1.65771 -4.90528 2.74937
C: 0.47973 -0.90116 -1.93524
C: 2.23074 3.08751 -1.22579
C: -0.13473 0.11291 -1.78700
C: -1.44388 2.73499 1.52298
C: 4.32326 -2.51562 -2.25793
C: -0.36298 -1.70389 5.80362
C: 0.97311 2.64643 -1.95718
C: 0.50126 -0.88311 6.72646
H: 0.71257 -1.92085 -2.08510
H: 5.16797 1.96237 -0.55496
H: -1.72697 2.72980 2.57863
H: -3.55412 -1.44082 -2.36767
H: 4.14688 -3.58241 -2.12629
H: -1.09739 -5.07497 1.83209
H: -2.16382 -0.09221 -0.38917
H: -0.88369 -2.47275 6.37353
H: -1.47215 -5.25646 4.86992
H: -4.61798 -2.74803 -2.88674
H: -3.38398 -4.32312 -1.33564
H: -0.52829 3.30020 1.35464
H: -2.30021 3.15816 0.99337
H: -2.73346 1.54765 -0.36292
H: -1.80441 0.67291 1.81667
H: 1.15904 -1.54081 7.29299
H: 1.41968 5.07035 -0.74844
H: 0.22612 -2.19253 5.03089
H: -2.38887 -3.67319 -2.64016
H: 6.42220 -2.76412 -1.93610
H: 5.43199 4.18786 0.43164
H: -0.09808 -0.30859 7.42880
H: -2.64792 -5.34380 2.63074
H: 5.54226 -2.23908 -0.49857
H: 4.35627 -2.30184 -3.32365
H: 3.52200 5.77883 0.35316
H: -0.96886 -6.60476 3.84785

Summary:
- Energy relative to the best compared isomer or geometry (same formula, charge and spin): 0.0 kJ/mol
- SMILES: C#C[C@@](C[C@H](C)Cl)(OC(=O)c1ccccn1)S(=O)(=O)C(F)(F)C(F)(F)F.ClCCCl.ClCCCl.ClCCCl.ClCCCl
- Energy: -170053.4653 eV